DFT (wB97M-V/def2-TZVPD) results for 2 unconnected molecules or ions with the total composition C9H14 at a distorted geometry.

Last column: natural (NBO) charge in e.
Geometry (Å):
C1 1.56 2.12 -0.47  -0.640
C2 0.64 1.29 0.37  0.000
C3 -0.70 1.61 0.46  -0.226
C4 -1.58 0.90 1.29  -0.200
C5 -1.06 -0.06 2.13  -0.226
C6 0.25 -0.51 1.90  -0.201
C7 1.08 0.12 1.00  -0.231
H1 2.47 1.61 -0.73  0.223
H2 1.73 3.04 0.12  0.223
H3 1.01 2.65 -1.25  0.222
H4 -1.13 2.43 -0.09  0.208
H5 -2.62 1.22 1.35  0.213
H6 -1.55 -0.52 2.98  0.213
H7 0.48 -1.48 2.32  0.209
H8 2.08 -0.29 0.88  0.212
C8 0.07 -2.99 -2.73  -0.610
C9 -0.47 -1.61 -2.36  -0.609
H9 0.34 -3.07 -3.78  0.204
H10 0.87 -3.25 -2.03  0.200
H11 -0.63 -3.78 -2.45  0.202
H12 0.32 -0.89 -2.17  0.204
H13 -1.13 -1.31 -3.16  0.201
H14 -0.98 -1.63 -1.39  0.208

Output
SMILES: Cc1ccccc1.CC
Total energy: -351.3036 hartree
Strongest force on any atom: 2.27 eV Å⁻¹
Energy above the lowest of the compared OMol25 structures with the same formula, charge and spin: 69.8 kJ/mol
HOMO: -0.327 Ha
Total charge: 0
Orbital gap: 0.3637 Eh
Lowest unoccupied orbital energy: 1.0 eV
Spin multiplicity: 1


DFT (wB97M-V/def2-TZVPD) results for 2 unconnected molecules or ions with the total composition C4H6N2O at a distorted geometry.

Last column: natural (NBO) charge in e.
Geometry (Å):
C1 2.48 0.55 -0.16  -0.262
O1 1.77 -0.27 0.77  -0.422
C2 0.47 -0.35 0.64  0.428
C3 -0.34 -1.14 1.61  -0.035
N1 -1.54 -0.88 1.07  -0.606
C4 -1.50 -0.14 -0.18  0.217
N2 -0.23 0.22 -0.36  -0.560
H1 2.24 0.24 -1.18  0.201
H2 3.54 0.41 0.05  0.200
H3 2.20 1.59 -0.01  0.194
H4 -4.38 0.79 -2.87  0.002
H5 -2.35 -1.34 1.48  0.416
H6 -2.38 0.29 -0.86  0.228

Output
Total energy: -340.5458 hartree
Strongest force on any atom: 3.21 eV Å⁻¹
Energy above the lowest of the compared OMol25 structures with the same formula, charge and spin: 654.1 kJ/mol
HOMO (alpha / beta): -0.302 / -0.319 Ha
Total charge: 0
Orbital gap (alpha / beta): 0.3354 / 0.2772 Eh
Lowest unoccupied orbital energy (alpha / beta): 0.9 / -1.1 eV
Spin multiplicity: 1


DFT (wB97M-V/def2-TZVPD) results for 12 unconnected molecules or ions with the total composition C12H48N24O12 at a distorted geometry.

Last column: Löwdin spin population.
Geometry (Å):
C1 -12.00 -12.94 13.74  0.024
O1 -13.13 -13.30 14.00  0.009
N1 -11.51 -11.72 13.58  0.007
N2 -11.01 -13.88 13.70  0.017
H1 -12.15 -10.94 13.56  0.000
H2 -10.51 -11.64 13.45  0.006
H3 -11.39 -14.77 13.96  0.011
H4 -10.02 -13.66 13.72  0.010
C2 -6.75 -9.77 7.54  0.002
O2 -7.70 -9.03 7.32  0.001
N3 -6.75 -11.05 7.14  0.001
N4 -5.73 -9.48 8.26  0.001
H5 -7.49 -11.40 6.56  0.001
H6 -5.91 -11.61 7.17  0.000
H7 -5.14 -10.26 8.49  0.000
H8 -5.55 -8.59 8.70  0.000
C3 -11.25 -4.17 12.67  0.006
O3 -12.05 -4.83 13.35  0.002
N5 -10.43 -4.70 11.83  0.002
N6 -11.13 -2.90 12.83  0.002
H9 -10.40 -5.71 11.74  0.001
H10 -9.74 -4.09 11.42  0.000
H11 -10.27 -2.57 12.41  0.001
H12 -11.61 -2.45 13.59  0.001
C4 -5.86 -5.92 10.62  0.015
O4 -5.48 -6.94 10.17  0.007
N7 -5.33 -4.72 10.49  0.002
N8 -7.05 -5.88 11.15  0.004
H13 -5.62 -3.96 11.08  0.003
H14 -4.55 -4.51 9.88  0.001
H15 -7.68 -5.10 11.00  0.001
H16 -7.40 -6.81 11.31  0.003
C5 -9.01 -3.73 8.65  0.004
O5 -8.69 -3.45 9.77  0.002
N9 -9.52 -4.84 8.28  0.001
N10 -8.84 -3.02 7.55  0.002
H17 -9.68 -5.07 7.31  0.001
H18 -9.79 -5.49 9.01  0.000
H19 -9.33 -3.25 6.70  0.001
H20 -8.16 -2.27 7.60  0.001
C6 -14.60 -10.40 11.81  0.002
O6 -15.65 -10.88 12.25  0.000
N11 -13.87 -9.60 12.43  0.001
N12 -13.90 -10.66 10.70  0.001
H21 -14.03 -9.35 13.40  0.000
H22 -12.91 -9.53 12.12  0.000
H23 -14.37 -11.28 10.06  0.000
H24 -13.07 -10.14 10.44  0.001
C7 -7.62 -12.03 15.04  0.152
O7 -7.37 -12.32 13.91  0.039
N13 -8.15 -10.96 15.33  0.072
N14 -7.65 -12.75 16.09  0.087
H25 -8.71 -10.78 16.15  0.094
H26 -8.00 -10.21 14.67  0.020
H27 -8.31 -12.35 16.74  0.097
H28 -7.32 -13.71 16.11  0.042
C8 -11.41 -7.81 14.97  0.025
O8 -12.31 -8.56 14.72  0.014
N15 -11.41 -6.92 15.98  0.008
N16 -10.34 -7.76 14.28  0.009
H29 -10.61 -6.31 16.08  0.010
H30 -12.15 -6.75 16.64  0.002
H31 -10.36 -8.36 13.46  0.001
H32 -9.56 -7.19 14.56  0.022
C9 -8.32 -14.21 10.77  0.018
O9 -8.08 -13.25 10.06  0.003
N17 -8.72 -15.31 10.35  0.009
N18 -8.08 -14.30 11.99  0.016
H33 -8.97 -16.04 11.00  0.011
H34 -8.68 -15.42 9.35  0.002
H35 -8.05 -13.40 12.46  0.003
H36 -8.07 -15.19 12.48  0.032
C10 -12.40 -6.77 9.90  0.002
O10 -11.19 -6.67 10.10  0.000
N19 -13.21 -5.79 9.74  0.001
N20 -13.00 -7.91 9.82  0.001
H37 -14.21 -5.95 9.73  0.000
H38 -12.87 -4.85 9.90  0.001
H39 -13.90 -8.04 10.27  0.000
H40 -12.25 -8.57 9.76  0.001
C11 -4.51 -12.77 9.38  0.007
O11 -3.36 -12.62 9.14  0.002
N21 -5.22 -12.07 10.18  0.002
N22 -5.14 -13.78 8.82  0.002
H41 -6.15 -12.47 10.16  0.001
H42 -4.80 -11.53 10.93  0.006
H43 -6.14 -13.60 8.76  0.001
H44 -4.71 -14.32 8.09  0.001
C12 -9.00 -9.45 11.47  0.008
O12 -9.99 -9.47 12.13  0.006
N23 -8.88 -8.60 10.42  0.002
N24 -7.91 -10.09 11.72  0.009
H45 -8.04 -8.52 9.87  0.000
H46 -9.67 -7.97 10.33  0.000
H47 -7.75 -10.85 12.37  0.003
H48 -7.32 -10.00 10.91  0.001

Output
Total energy: -2703.3219 hartree
Strongest force on any atom: 10.58 eV Å⁻¹
Energy above the lowest of the compared OMol25 structures with the same formula, charge and spin: 295.7 kJ/mol
HOMO (alpha / beta): 0.011 / -0.247 Ha
Total charge: -1
Orbital gap (alpha / beta): 0.0547 / 0.3118 Eh
Lowest unoccupied orbital energy (alpha / beta): 1.8 / 1.8 eV
Spin multiplicity: 2